(1)
Below is 8 unconnected molecules or ions with the total composition C18H44N8O17P, with properties calculated with ωB97M-V/def2-TZVPD.

Each line ends with the Mulliken charge.
CARTESIAN COORDINATES (ANGSTROEM)
C (-3.64537, 3.12976, -6.03201)  -1.102
C (-3.47242, 1.88230, -5.22396)  0.623
O (-4.37368, 1.17142, -4.88525)  -0.530
N (-2.09300, 1.56060, -4.87678)  -0.084
C (-1.72029, 0.22306, -5.37939)  -0.701
C (-0.21636, 0.11251, -5.66996)  -0.749
C (0.35482, -1.29127, -5.45343)  -0.905
C (0.80494, -1.67070, -4.02581)  -0.369
P (-0.10134, -1.02421, -2.61015)  0.246
C (0.24357, 0.70443, -2.25431)  -0.669
C (-0.38918, 1.21373, -0.93696)  -0.308
C (-0.83331, 2.67918, -1.08679)  -1.052
C (-0.62696, 3.47855, 0.20533)  -0.823
O (0.15302, 4.66637, -0.00404)  -0.389
C (1.42516, 4.44195, -0.36294)  0.045
O (2.01312, 3.41337, -0.18754)  -0.446
H (-3.02210, 3.93118, -5.63938)  0.332
H (-4.69300, 3.41892, -6.01710)  0.346
H (-3.35225, 2.93734, -7.06643)  0.287
H (-2.07990, 1.54402, -3.86042)  -0.053
H (-2.05551, -0.57132, -4.70155)  0.295
H (-2.27418, 0.04356, -6.30093)  0.567
H (-0.06000, 0.37004, -6.71780)  0.410
H (0.35296, 0.85532, -5.10745)  0.394
H (-0.33959, -2.04829, -5.82097)  0.377
H (1.24693, -1.38571, -6.07345)  0.396
H (0.74468, -2.75622, -3.90743)  0.230
H (1.84736, -1.40001, -3.83804)  0.502
H (0.33034, -1.75242, -1.50495)  0.041
H (-1.47634, -1.24273, -2.69090)  0.153
H (-0.14690, 1.30160, -3.07900)  0.423
H (1.33421, 0.77230, -2.24002)  0.522
H (-1.24401, 0.57843, -0.69344)  0.510
H (0.34088, 1.13617, -0.13975)  0.290
H (-0.26918, 3.17331, -1.88057)  0.429
H (-1.87847, 2.72168, -1.40002)  0.551
H (-0.14719, 2.84204, 0.95084)  0.390
H (-1.56702, 3.82302, 0.62959)  0.427
H (1.85987, 5.31565, -0.86219)  0.407
C (0.82544, -1.85131, 2.63567)  -0.739
N (0.42389, -1.40354, 1.27728)  0.868
O (-0.71296, -1.61220, 0.90212)  -0.551
O (1.26381, -0.84309, 0.59199)  -0.421
H (-0.03206, -2.31805, 3.10511)  0.333
H (1.65288, -2.54451, 2.50882)  0.213
H (1.15239, -0.97025, 3.18037)  0.285
C (-0.06058, 5.28152, 3.73320)  -0.756
N (-1.18246, 4.41197, 4.17274)  0.946
O (-0.90169, 3.28399, 4.53074)  -0.525
O (-2.30779, 4.86253, 4.12347)  -0.524
H (0.85230, 4.70794, 3.84049)  0.303
H (-0.24721, 5.54139, 2.69425)  0.236
H (-0.03315, 6.17756, 4.34577)  0.321
C (4.50814, -1.83307, -0.69287)  -0.553
N (4.53615, -2.74201, 0.48468)  0.985
O (5.18020, -3.76943, 0.40620)  -0.543
O (3.90670, -2.39375, 1.45974)  -0.548
H (5.09519, -2.28686, -1.48256)  0.307
H (3.46756, -1.71928, -0.97934)  -0.001
H (4.92810, -0.88108, -0.38146)  0.357
C (-3.11675, 3.59710, 7.08817)  -0.660
N (-3.45192, 3.59047, 8.53915)  0.919
O (-4.29019, 2.80735, 8.92682)  -0.525
O (-2.85084, 4.38442, 9.23506)  -0.551
H (-3.71674, 2.84377, 6.59019)  0.249
H (-3.33348, 4.59300, 6.71395)  0.298
H (-2.05669, 3.37862, 7.00087)  0.271
C (4.55331, -6.66659, 1.96205)  -0.669
N (3.08665, -6.91669, 2.02820)  0.881
O (2.36655, -5.98977, 2.34953)  -0.490
O (2.70114, -8.02647, 1.73028)  -0.529
H (4.73492, -5.63381, 2.23273)  0.272
H (5.03770, -7.35624, 2.64684)  0.316
H (4.86835, -6.86912, 0.94291)  0.245
C (-3.71603, 1.30835, 3.64325)  -0.381
N (-3.47994, 0.28421, 4.69695)  0.973
O (-2.72684, -0.63266, 4.43316)  -0.553
O (-4.05732, 0.44073, 5.75002)  -0.549
H (-3.13258, 1.02554, 2.77471)  0.186
H (-4.77915, 1.32106, 3.42227)  0.314
H (-3.39602, 2.26783, 4.04152)  0.014
C (2.68861, -6.00360, -1.01530)  -0.623
N (2.25730, -5.07848, -2.09568)  0.910
O (2.15740, -3.89129, -1.81506)  -0.504
O (2.02049, -5.54141, -3.18433)  -0.542
H (2.85022, -5.40852, -0.12479)  0.043
H (1.89470, -6.73193, -0.87277)  0.330
H (3.59801, -6.49331, -1.35173)  0.358

Results
HOMO level   -12.10 eV
Orbital gap   9.4 eV
Relative energy (zero: lowest compared OMol25 entry of this formula, charge and spin)   0.0 kJ/mol
Net charge   +1


(2)
Below is a molecular structure, C6H8OS2 at a distorted geometry, with properties calculated with ωB97M-V/def2-TZVPD.

Each line ends with the natural charge from an NBO analysis.
CARTESIAN COORDINATES (ANGSTROEM)
C (-0.39590, 0.62060, -1.51893)  -0.276
C (0.35031, 0.85660, -2.64893)  -0.393
C (1.76536, 0.93234, -0.63459)  -0.387
C (0.45068, 0.62154, -0.40817)  -0.294
C (-2.41713, -0.66388, 0.83394)  -0.567
C (0.60391, -1.38927, 1.37323)  -0.851
O (0.36039, 1.20244, 2.09721)  -0.947
S (2.01923, 1.20903, -2.39185)  0.441
S (-0.23322, 0.19423, 1.24324)  1.483
H (-1.36649, 0.19806, -1.65285)  0.264
H (-0.16118, 0.93769, -3.63024)  0.244
H (2.60794, 1.07539, 0.13864)  0.268
H (-2.65498, 0.41857, 0.94112)  0.125
H (-2.89929, -1.22703, 1.61975)  0.129
H (0.39812, -1.64232, 2.48342)  0.238
H (-0.08213, -2.12991, 0.96480)  0.277
H (1.65438, -1.21406, 1.19021)  0.248

Results
HOMO level (spin up / spin down)   -8.44 / -8.44 eV
Orbital gap (spin up / spin down)   8.4 / 8.4 eV
Relative energy (zero: lowest compared OMol25 entry of this formula, charge and spin)   439.0 kJ/mol
Net charge   0


(3)
Below is 2 unconnected molecules or ions with the total composition C6H5Cl2N at a distorted geometry, with properties calculated with ωB97M-V/def2-TZVPD.

Each line ends with the natural charge from an NBO analysis.
CARTESIAN COORDINATES (ANGSTROEM)
C (1.85133, -0.95546, -0.96460)  0.175
C (-1.07226, 1.26504, -1.93986)  -0.538
C (0.82449, -0.77224, -0.09159)  -0.051
C (-0.07101, 1.55167, -1.16624)  0.026
C (0.42373, -1.15615, 1.09917)  -0.033
C (-0.58372, -0.39566, 1.86762)  -0.647
N (2.71841, -1.16431, -1.71961)  -0.268
Cl (0.92880, 2.74281, -0.54628)  0.116
Cl (0.83757, -2.63337, 1.94047)  0.021
H (-1.36899, 2.05333, -2.74744)  0.241
H (-1.45661, 0.21990, -1.85823)  0.261
H (-1.59709, -1.03360, 1.96302)  0.226
H (-1.05152, 0.42813, 1.32677)  0.237
H (-0.38313, -0.15008, 2.83681)  0.235

Results
HOMO level (spin up / spin down)   -8.89 / -9.43 eV
Orbital gap (spin up / spin down)   7.3 / 8.7 eV
Relative energy (zero: lowest compared OMol25 entry of this formula, charge and spin)   331.5 kJ/mol
Net charge   0


(4)
Below is a single C3H3NO molecule at a distorted geometry, with properties calculated with ωB97M-V/def2-TZVPD.

Each line ends with the natural charge from an NBO analysis.
CARTESIAN COORDINATES (ANGSTROEM)
C (0.02417, -0.01484, -0.96709)  -0.722
C (0.54113, 0.30362, 0.43891)  0.446
O (1.31957, 1.20090, 0.72865)  -0.452
C (-0.15123, -0.38370, 1.50589)  0.163
N (-1.09891, -0.66454, 2.22921)  -0.227
H (0.08840, 0.94916, -1.63506)  0.266
H (0.52146, -1.13407, -1.48330)  0.274
H (-1.24458, -0.25653, -0.81722)  0.253

Results
HOMO level   -11.23 eV
Orbital gap   10.5 eV
Relative energy (zero: lowest compared OMol25 entry of this formula, charge and spin)   200.5 kJ/mol
Net charge   0
SMILES   CC(=O)C#N


(5)
Below is a single C2H2Cl2O2 molecule at a distorted geometry, with properties calculated with ωB97M-V/def2-TZVPD.

Each line ends with the natural charge from an NBO analysis.
CARTESIAN COORDINATES (ANGSTROEM)
O (-0.77229, -0.16940, 1.87510)  -0.465
C (-1.29027, 0.04825, 0.86155)  0.672
O (-0.51340, 0.02046, -0.59932)  -0.614
C (0.87365, -0.15607, -0.64272)  0.060
Cl (1.16808, -0.05963, -2.41863)  -0.009
Cl (1.54027, 1.14528, 0.36750)  -0.037
H (-2.35484, 0.31822, 0.76050)  0.173
H (1.34880, -1.14709, -0.20399)  0.220

Results
HOMO level   -11.02 eV
Orbital gap   11.6 eV
Relative energy (zero: lowest compared OMol25 entry of this formula, charge and spin)   219.6 kJ/mol
Net charge   0
SMILES   O=COC(Cl)Cl


Which of these has the lowest relative energy (zero: lowest compared OMol25 entry of this formula, charge and spin)? C18H44N8O17P


What is the formula in the third record? C6H5Cl2N


Look up the relative energy (zero: lowest compared OMol25 entry of this formula, charge and spin) of the third one. 331.5 kJ/mol